# C3H4O2

C3H4O2 in the gas phase in a non-equilibrium geometry (ωB97M-V with the def2-TZVPD basis set, OMol25).

Atoms and positions in Å:
1 O -1.905 1.349 0.076
2 C -0.895 0.791 0.153
3 C -0.350 -0.510 -0.404
4 C 0.962 -0.130 0.252
5 O 0.429 1.147 0.619
6 H -0.431 -0.385 -1.527
7 H -0.889 -1.504 -0.094
8 H 1.055 -0.711 1.210
9 H 2.025 -0.048 -0.285

* spin multiplicity: 1
* strongest force on any atom: 0.0776 Eh/bohr
* frontier orbital gap: 11.59 eV
* lowest unoccupied orbital energy: 0.88 eV
* SMILES: O=C1CCO1
* E_tot: -267.15188 a.u.

Charges per atom according to Mulliken partitioning, unit e: atom 1 (O): -0.45, atom 2 (C): 0.49, atom 3 (C): -0.33, atom 4 (C): -0.22, atom 5 (O): -0.34, atom 6 (H): 0.19, atom 7 (H): 0.25, atom 8 (H): 0.19, atom 9 (H): 0.23

***

# C3H4O2

C3H4O2 in the gas phase in a non-equilibrium geometry (ωB97M-V with the def2-TZVPD basis set, OMol25).

Atoms and positions in Å:
1 C 0.127 1.176 -0.342
2 C -0.150 -0.062 0.100
3 O -1.442 -0.263 0.461
4 C 0.776 -1.228 0.147
5 O 1.977 -1.101 0.145
6 H -0.673 1.677 -0.887
7 H 1.093 1.643 -0.311
8 H -1.624 0.698 0.563
9 H 0.292 -2.230 0.111

* spin multiplicity: 1
* strongest force on any atom: 0.0319 Eh/bohr
* frontier orbital gap: 9.26 eV
* lowest unoccupied orbital energy: -0.14 eV
* SMILES: C=C(O)C=O
* E_tot: -267.12306 a.u.

Charges per atom according to Mulliken partitioning, unit e: atom 1 (C): -0.88, atom 2 (C): 0.64, atom 3 (O): -0.49, atom 4 (C): -0.06, atom 5 (O): -0.45, atom 6 (H): 0.31, atom 7 (H): 0.26, atom 8 (H): 0.35, atom 9 (H): 0.32

***

# C3H4O2

2 unconnected molecules or ions with the total composition C3H4O2 in a non-equilibrium geometry (ωB97M-V with the def2-TZVPD basis set, OMol25).

Atoms and positions in Å:
1 C 0.368 -0.429 -0.110
2 C 3.068 -0.211 -0.181
3 C -1.009 0.299 0.113
4 O 0.415 -1.621 -0.018
5 O 3.919 0.537 0.106
6 H 2.984 -1.218 0.194
7 H -1.150 0.289 1.152
8 H -1.820 -0.432 -0.042
9 H -0.938 1.215 -0.271

* spin multiplicity: 1
* strongest force on any atom: 0.0930 Eh/bohr
* frontier orbital gap (alpha / beta): 7.73 / 8.77 eV
* lowest unoccupied orbital energy (alpha / beta): -0.43 / 0.33 eV
* E_tot: -267.03161 a.u.

Charges per atom according to Mulliken partitioning, unit e: atom 1 (C): 0.37, atom 2 (C): 0.09, atom 3 (C): -0.99, atom 4 (O): -0.38, atom 5 (O): -0.29, atom 6 (H): 0.23, atom 7 (H): 0.30, atom 8 (H): 0.31, atom 9 (H): 0.36

***

# C3H4O2

2 unconnected molecules or ions with the total composition C3H4O2 (ωB97M-V with the def2-TZVPD basis set, OMol25).

Atoms and positions in Å:
1 O 2.175 -0.436 -0.776
2 C 1.381 -1.285 -0.693
3 O 0.603 -2.150 -0.619
4 C -0.241 1.137 0.275
5 C -1.148 0.178 0.430
6 H -0.150 1.694 -0.654
7 H 0.465 1.390 1.062
8 H -1.840 -0.090 -0.365
9 H -1.226 -0.394 1.351

* spin multiplicity: 1
* strongest force on any atom: 0.0162 Eh/bohr
* frontier orbital gap: 11.08 eV
* lowest unoccupied orbital energy: 0.72 eV
* SMILES: O=C=O.C=C
* E_tot: -267.19278 a.u.

Charges per atom according to Mulliken partitioning, unit e: atom 1 (O): -0.39, atom 2 (C): 0.79, atom 3 (O): -0.39, atom 4 (C): -0.55, atom 5 (C): -0.49, atom 6 (H): 0.26, atom 7 (H): 0.26, atom 8 (H): 0.25, atom 9 (H): 0.25

***

# C3H4O2

2 unconnected molecules or ions with the total composition C3H4O2 in a non-equilibrium geometry (ωB97M-V with the def2-TZVPD basis set, OMol25).

Atoms and positions in Å:
1 C -2.072 0.132 0.080
2 C 0.211 -0.303 -0.736
3 C 1.200 -0.121 0.325
4 O -2.751 -0.784 0.151
5 O -1.452 1.102 0.031
6 H 0.377 0.429 -1.546
7 H 1.659 0.865 0.439
8 H 1.973 -0.817 -0.030
9 H 0.856 -0.504 1.285

* spin multiplicity: 1
* strongest force on any atom: 0.0372 Eh/bohr
* frontier orbital gap: 8.90 eV
* lowest unoccupied orbital energy: 0.15 eV
* E_tot: -267.07534 a.u.

Charges per atom according to Mulliken partitioning, unit e: atom 1 (C): 0.76, atom 2 (C): -0.34, atom 3 (C): -0.69, atom 4 (O): -0.34, atom 5 (O): -0.37, atom 6 (H): 0.15, atom 7 (H): 0.29, atom 8 (H): 0.32, atom 9 (H): 0.23

***

# C3H4O2

C3H4O2 in the gas phase in a non-equilibrium geometry (ωB97M-V with the def2-TZVPD basis set, OMol25).

Atoms and positions in Å:
1 C -1.152 0.595 -1.014
2 C -0.303 0.633 0.001
3 C 0.660 -0.506 0.392
4 O 1.968 -1.552 1.911
5 O 1.243 -0.526 1.436
6 H -1.717 1.499 -1.396
7 H -1.296 -0.200 -1.792
8 H -0.221 1.407 0.775
9 H 0.817 -1.350 -0.312

* spin multiplicity: 1
* strongest force on any atom: 0.1111 Eh/bohr
* frontier orbital gap (alpha / beta): 8.66 / 8.67 eV
* lowest unoccupied orbital energy (alpha / beta): -0.57 / -0.57 eV
* E_tot: -266.98051 a.u.

Charges per atom according to Mulliken partitioning, unit e: atom 1 (C): -0.62, atom 2 (C): -0.06, atom 3 (C): 0.03, atom 4 (O): -0.58, atom 5 (O): 0.11, atom 6 (H): 0.23, atom 7 (H): 0.26, atom 8 (H): 0.28, atom 9 (H): 0.35

***

# C3H4O2

C3H4O2 in the gas phase in a non-equilibrium geometry (ωB97M-V with the def2-TZVPD basis set, OMol25).

Atoms and positions in Å:
1 C 0.354 -0.488 0.106
2 C 0.981 0.906 0.217
3 C -0.925 0.231 -0.240
4 O -0.382 1.487 -0.049
5 O -2.206 -0.125 0.089
6 H 0.710 -1.148 -0.533
7 H 0.127 -1.156 1.072
8 H 1.624 1.201 -0.557
9 H -2.538 0.639 0.609

* spin multiplicity: 1
* strongest force on any atom: 0.1037 Eh/bohr
* frontier orbital gap (alpha / beta): 7.25 / 8.63 eV
* lowest unoccupied orbital energy (alpha / beta): -0.18 / 0.27 eV
* E_tot: -267.01308 a.u.

Charges per atom according to Mulliken partitioning, unit e: atom 1 (C): -0.38, atom 2 (C): -0.27, atom 3 (C): 0.34, atom 4 (O): -0.26, atom 5 (O): -0.41, atom 6 (H): 0.31, atom 7 (H): 0.18, atom 8 (H): 0.17, atom 9 (H): 0.32

***

# C3H4O2

2 unconnected molecules or ions with the total composition C3H4O2 in a non-equilibrium geometry (ωB97M-V with the def2-TZVPD basis set, OMol25).

Atoms and positions in Å:
1 C 2.357 0.082 -0.237
2 C 1.260 0.011 0.241
3 C -0.925 0.091 0.383
4 O -1.344 -0.999 -0.306
5 O -1.300 1.264 -0.131
6 H 3.384 0.108 -0.477
7 H -0.962 0.071 1.466
8 H -1.103 -1.814 0.150
9 H -1.367 1.187 -1.090

* spin multiplicity: 1
* strongest force on any atom: 0.0814 Eh/bohr
* frontier orbital gap: 9.88 eV
* lowest unoccupied orbital energy: 0.48 eV
* E_tot: -267.03097 a.u.

Charges per atom according to Mulliken partitioning, unit e: atom 1 (C): -0.20, atom 2 (C): -0.56, atom 3 (C): 0.20, atom 4 (O): -0.46, atom 5 (O): -0.39, atom 6 (H): 0.38, atom 7 (H): 0.32, atom 8 (H): 0.36, atom 9 (H): 0.35

***

# C3H4O2

C3H4O2 in the gas phase in a non-equilibrium geometry (ωB97M-V with the def2-TZVPD basis set, OMol25).

Atoms and positions in Å:
1 C 1.130 -0.477 0.214
2 C -0.074 0.358 0.085
3 O 0.034 1.450 0.629
4 C -1.439 0.014 -0.454
5 O -1.822 -1.108 -0.662
6 H 1.361 0.303 1.037
7 H 1.912 -0.190 -0.487
8 H 1.013 -1.582 0.194
9 H -2.061 0.923 -0.559

* spin multiplicity: 1
* strongest force on any atom: 0.0644 Eh/bohr
* frontier orbital gap: 9.61 eV
* lowest unoccupied orbital energy: -0.62 eV
* SMILES: CC(=O)C=O
* E_tot: -267.12240 a.u.

Charges per atom according to Mulliken partitioning, unit e: atom 1 (C): -0.91, atom 2 (C): 0.64, atom 3 (O): -0.51, atom 4 (C): -0.02, atom 5 (O): -0.43, atom 6 (H): 0.31, atom 7 (H): 0.29, atom 8 (H): 0.28, atom 9 (H): 0.34

***

# C3H4O2

C3H4O2 in the gas phase in a non-equilibrium geometry (ωB97M-V with the def2-TZVPD basis set, OMol25).

Atoms and positions in Å:
1 C 1.588 0.113 0.310
2 C -0.995 0.083 -1.064
3 C -0.717 -0.366 0.275
4 O 0.479 -0.376 0.921
5 O -1.326 0.905 0.000
6 H 2.453 -0.212 0.773
7 H 1.587 0.958 -0.213
8 H -1.646 -0.116 -1.904
9 H -1.422 -0.990 0.903

* spin multiplicity: 1
* strongest force on any atom: 0.0780 Eh/bohr
* frontier orbital gap (alpha / beta): 8.08 / 9.15 eV
* lowest unoccupied orbital energy (alpha / beta): 0.12 / 0.56 eV
* E_tot: -266.98159 a.u.

Charges per atom according to Mulliken partitioning, unit e: atom 1 (C): -0.60, atom 2 (C): -0.56, atom 3 (C): 0.55, atom 4 (O): -0.31, atom 5 (O): -0.33, atom 6 (H): 0.32, atom 7 (H): 0.35, atom 8 (H): 0.24, atom 9 (H): 0.33